Record 1
A gas-phase ion, C2H5N2O (charge +1) at a distorted geometry. Source: the OMol25 dataset; level of theory: ωB97M-V with the def2-TZVPD basis set.

Geometry as ORCA input:
```
! wB97M-V def2-TZVPD RIJCOSX def2/J DEFGRID3
* xyz 1 1
N 1.60 0.53 0.00
H 0.27 1.42 1.23
H -1.18 -2.01 -0.38
C 0.18 1.06 0.14
N -0.68 0.04 -0.37
H 0.28 1.90 -0.57
O 1.60 -0.64 -0.09
C -0.62 -1.14 0.15
H -1.27 0.14 -1.25
H -0.19 -1.29 1.13
*
```

M ... 73.075 g mol⁻¹
Energy relative to the best compared isomer or geometry (same formula, charge and spin) ... 410.1 kJ/mol
HOMO ... -15.08 eV
E ... -263.5581 hartree

For each atom in turn, the natural (NBO) charge in e is: N 0.2593; H 0.2937; H 0.2648; C -0.2244; N -0.4752; H 0.2701; O -0.1967; C 0.1008; H 0.4722; H 0.2354

Record 2
2 unconnected molecules or ions with the total composition C2H5N2O2S at a distorted geometry. Source: the OMol25 dataset; level of theory: ωB97M-V with the def2-TZVPD basis set.

Geometry as ORCA input:
```
! wB97M-V def2-TZVPD RIJCOSX def2/J DEFGRID3
* xyz 1 1
O 2.30 -2.46 1.22
C 0.97 -0.64 0.92
S -0.73 -2.36 -0.41
C 0.13 -1.20 0.03
O 2.79 -0.77 2.34
N 2.00 -1.20 1.53
H 0.31 1.17 -1.26
H 3.07 -2.59 1.84
H 0.82 0.35 1.37
H -0.69 1.50 -0.16
N -0.47 0.72 -0.78
H -1.11 0.78 -1.48
*
```

M ... 121.141 g mol⁻¹
Energy relative to the best compared isomer or geometry (same formula, charge and spin) ... 284.9 kJ/mol
HOMO (spin up / spin down) ... -14.37 / -14.37 eV
E ... -736.9376 hartree

For each atom in turn, the natural (NBO) charge in e is: O -0.4618; C -0.2849; S 0.5342; C -0.0012; O -0.3156; N 0.4866; H 0.3912; H 0.5211; H 0.2783; H 0.3952; N -0.9325; H 0.3893

Record 3
A gas-phase ion, C2H5N2O3 (charge -1) at a distorted geometry. Source: the OMol25 dataset; level of theory: ωB97M-V with the def2-TZVPD basis set.

Geometry as ORCA input:
```
! wB97M-V def2-TZVPD RIJCOSX def2/J DEFGRID3
* xyz -1 1
H -0.68 0.37 -1.41
H 1.21 -0.68 -0.04
N -2.95 0.03 -0.04
O -4.07 0.23 0.43
H 0.03 2.33 -1.02
O -2.69 -1.01 -0.69
C 0.18 -0.45 0.43
O 0.03 1.87 -0.20
C -0.65 0.58 -0.37
H 0.44 -0.02 1.43
N -1.98 0.85 0.21
H -0.44 -1.38 0.60
*
```

M ... 105.073 g mol⁻¹
Energy relative to the best compared isomer or geometry (same formula, charge and spin) ... 554.4 kJ/mol
HOMO ... -4.01 eV
E ... -414.3656 hartree

For each atom in turn, the natural (NBO) charge in e is: H 0.1473; H 0.1853; N 0.5807; O -0.5473; H 0.4542; O -0.6223; C -0.6442; O -0.7473; C 0.2126; H 0.2062; N -0.4565; H 0.2314

Record 4
A single C2H5N2P molecule at a distorted geometry. Source: the OMol25 dataset; level of theory: ωB97M-V with the def2-TZVPD basis set.

Geometry as ORCA input:
```
! wB97M-V def2-TZVPD RIJCOSX def2/J DEFGRID3
* xyz 0 1
N -0.86 1.94 -0.05
H -0.87 -1.12 -1.54
H 1.26 1.80 -0.38
H -1.60 0.00 1.32
N -0.92 -0.76 -0.52
C 0.35 -0.23 0.00
H 0.49 -0.42 1.04
H 1.28 -0.57 -0.50
P -2.26 -0.05 0.04
C 0.21 1.37 -0.22
*
```

M ... 88.050 g mol⁻¹
Energy relative to the best compared isomer or geometry (same formula, charge and spin) ... 161.0 kJ/mol
HOMO ... -8.24 eV
E ... -529.9810 hartree

For each atom in turn, the natural (NBO) charge in e is: N -0.5173; H 0.4153; H 0.1759; H -0.0739; N -0.9265; C -0.2900; H 0.2116; H 0.2066; P 0.8052; C -0.0068

Record 5
A single C2H5N3 molecule at a distorted geometry. Source: the OMol25 dataset; level of theory: ωB97M-V with the def2-TZVPD basis set.

Geometry as ORCA input:
```
! wB97M-V def2-TZVPD RIJCOSX def2/J DEFGRID3
* xyz 0 1
H 0.67 1.82 -0.07
C -0.73 0.30 -0.37
N -1.07 -0.99 0.26
N 2.85 -0.60 0.19
H -0.65 0.28 -1.46
C 1.92 0.05 0.14
H -1.81 0.83 -0.19
N 0.45 0.87 0.27
H -1.01 -0.71 1.26
H -0.62 -1.85 -0.03
*
```

M ... 71.083 g mol⁻¹
Energy relative to the best compared isomer or geometry (same formula, charge and spin) ... 233.3 kJ/mol
HOMO ... -9.83 eV
E ... -243.3731 hartree

For each atom in turn, the natural (NBO) charge in e is: H 0.3891; C -0.0793; N -0.8641; N -0.3756; H 0.1824; C 0.3981; H 0.2241; N -0.6324; H 0.3737; H 0.3840

Record 6
A single C2H5N3 molecule at a distorted geometry. Source: the OMol25 dataset; level of theory: ωB97M-V with the def2-TZVPD basis set.

Geometry as ORCA input:
```
! wB97M-V def2-TZVPD RIJCOSX def2/J DEFGRID3
* xyz 0 1
H -1.92 1.82 -1.21
H 0.64 -0.79 -1.10
C -1.29 0.88 -1.25
H -1.16 0.34 -2.14
H 2.06 -1.35 0.54
C 1.18 -0.71 0.90
H 0.11 0.16 2.34
N 0.01 -0.61 -0.06
N 1.18 -0.30 2.09
N -0.81 0.55 -0.10
*
```

M ... 71.083 g mol⁻¹
Energy relative to the best compared isomer or geometry (same formula, charge and spin) ... 282.9 kJ/mol
HOMO ... -9.37 eV
E ... -243.3542 hartree

For each atom in turn, the natural (NBO) charge in e is: H 0.1974; H 0.3209; C -0.1277; H 0.1648; H 0.1807; C 0.2480; H 0.3512; N -0.4867; N -0.6261; N -0.2226